Formula: C41H79ClN2O14P
Source: the Open Molecules 2025 dataset
Level of theory: the ωB97M-V functional and the def2-TZVPD basis

Geometry (Å):
Cl -0.039 -2.982 0.744
P 1.780 -0.503 -3.402
O 2.419 -2.940 -1.645
O 8.819 3.780 7.627
O -5.207 5.004 -6.969
O 1.730 -1.176 4.661
O -11.700 2.940 1.389
O -6.800 3.127 -5.349
O 11.767 1.189 4.821
O 0.886 -4.917 -5.129
O 1.046 -1.186 -1.993
O -9.410 2.765 -0.460
O 3.335 0.770 3.138
O 14.187 -0.267 5.674
O -4.690 -2.552 -1.294
O 6.961 1.993 6.194
N -5.410 -4.235 -3.663
N -1.847 -5.374 -1.820
C 7.447 3.236 5.701
C -6.824 0.222 -2.211
C -6.887 0.129 -3.582
C -1.202 -5.080 -2.950
C -7.411 4.227 -4.693
C 1.705 -1.018 3.254
C 8.835 3.535 6.226
C -10.222 2.056 -1.379
C 13.862 1.066 6.041
C -1.487 -4.754 -0.699
C 0.433 -0.371 -4.685
C 0.490 -3.809 -4.348
C -0.501 -3.820 -0.683
C 0.172 -3.516 -1.865
C 2.232 1.248 -3.042
C 12.364 1.272 6.109
C -10.011 3.974 -0.010
C 4.271 0.820 4.206
C 3.044 -0.552 2.720
C -0.204 -4.155 -3.045
C 6.023 2.147 7.244
C 11.109 -0.047 4.600
C 2.349 1.567 -1.521
C -10.587 3.822 1.382
C -4.772 -2.976 -4.117
C 1.098 -0.107 5.348
C 14.581 -0.386 4.318
C -5.501 -1.812 -3.464
C -4.289 -5.851 -2.207
C -4.477 -5.383 -3.671
C -6.853 3.236 -6.766
C -5.433 -1.685 -2.090
C -6.216 -0.900 -4.205
C 1.434 -6.001 -4.371
C -2.908 -6.407 -1.847
C -11.381 1.654 1.893
C -6.113 -0.674 -1.450
C 1.303 -2.503 -1.825
C -4.253 5.079 -5.924
C -5.520 3.670 -7.338
C 9.281 2.673 8.380
H 3.044 0.847 -1.078
H 10.365 2.567 8.260
H 7.494 3.152 4.611
H 14.286 1.237 7.035
H 0.012 -0.162 5.217
H -4.991 -6.681 -2.053
H -8.499 4.176 -4.801
H 14.626 -1.446 4.074
H -1.500 -5.610 -3.850
H 6.758 4.049 5.949
H -3.548 -5.096 -4.180
H 1.439 1.908 -3.427
H 5.270 0.562 3.843
H 13.869 0.099 3.646
H -6.169 -4.455 -4.296
H -10.491 1.241 1.412
H 11.751 -0.896 4.848
H 0.613 -6.689 -4.116
H 15.576 0.049 4.173
H 5.075 2.529 6.848
H -9.223 4.733 0.016
H 5.846 1.167 7.686
H -9.782 1.069 -1.524
H 1.351 1.462 -1.090
H -4.925 -6.189 -4.264
H 10.849 -0.102 3.543
H 0.744 -0.990 -5.530
H -4.613 -5.071 -1.509
H -2.978 -6.784 -0.819
H -3.758 -2.446 -1.516
H -3.726 -2.973 -3.780
H -12.225 0.997 1.689
H -7.163 4.163 -3.633
H -7.334 1.034 -1.696
H 2.075 -6.564 -5.054
H -4.214 6.111 -5.580
H -2.600 -7.274 -2.438
H 3.991 0.148 5.021
H 8.784 1.746 8.084
H -5.581 3.645 -8.430
H -10.950 4.798 1.720
H -9.818 3.487 2.084
H -7.648 3.921 -7.075
H 1.481 -2.004 2.827
H -3.262 4.796 -6.296
H 9.065 2.865 9.430
H 10.187 -0.097 5.190
H 0.321 0.660 -5.033
H 14.319 1.782 5.351
H 4.293 1.839 4.586
H -10.781 4.309 -0.711
H -0.505 -0.755 -4.265
H 2.718 2.586 -1.394
H -4.830 -2.914 -5.212
H -11.243 1.932 -1.011
H 9.203 4.447 5.746
H 2.000 -5.683 -3.490
H 1.345 -3.130 -4.212
H 1.461 0.864 5.004
H -6.065 -0.621 -0.367
H 3.003 -0.541 1.625
H 6.391 2.819 8.022
H 12.165 2.281 6.486
H -4.525 4.438 -5.082
H 11.905 0.557 6.798
H -7.095 2.241 -7.155
H -0.246 -3.258 -4.952
H 0.908 -0.329 2.952
H -11.227 1.699 2.976
H -7.444 0.900 -4.104
H -10.241 2.576 -2.343
H -6.251 -0.974 -5.289
H 3.135 1.533 -3.590
H 1.326 -0.210 6.407
H 3.839 -1.241 3.021
H -4.726 2.983 -7.028
H -7.048 5.181 -5.081
H -1.992 -4.982 0.236
H 9.524 2.722 5.978

As for the HOMO-LUMO gap: 5.9 eV. The value obtained for the HOMO energy is -10.18 eV. The net charge is +1.

---

Formula: C41H82F6N12O9S
Source: the Open Molecules 2025 dataset
Level of theory: the ωB97M-V functional and the def2-TZVPD basis

Geometry (Å):
S -3.066 -14.219 -11.003
F -4.657 -12.611 -12.564
F -5.277 -12.581 -10.411
F -6.643 -7.237 -11.740
F -5.570 -14.354 -11.651
F -6.568 -5.414 -12.904
F -6.663 -7.305 -13.869
O -3.522 -4.702 -17.621
O 1.768 -11.174 -12.257
O -2.067 -13.280 -10.588
O -8.216 -11.583 -15.229
O -2.617 -14.758 -12.330
O -3.337 -15.236 -10.074
O -4.092 -8.036 -12.859
O -1.204 -2.858 -12.616
O -3.716 -5.873 -13.511
N -9.324 -7.094 -8.050
N -4.591 -6.744 -17.815
N -9.991 -3.756 -15.997
N 0.287 -5.703 -11.022
N -8.207 -5.214 -8.692
N -3.607 -2.990 -12.777
N -9.168 -9.378 -14.899
N -3.531 -9.777 -7.001
N -10.845 -4.214 -13.938
N 0.636 -6.871 -12.805
N -3.302 -10.609 -4.918
N 0.440 -13.132 -11.992
C -10.505 -9.891 -15.396
C -7.467 -4.150 -9.519
C -10.173 -8.257 -8.030
C 1.411 -6.428 -10.761
C -0.211 -4.754 -10.130
C -8.614 -6.587 -6.920
C -3.920 -2.679 -11.255
C -8.134 -10.502 -14.626
C -8.383 -2.917 -9.820
C -7.187 -10.348 -13.504
C -2.208 -2.049 -14.614
C -2.215 -2.601 -13.246
C -5.890 -4.707 -17.422
C 0.102 -13.291 -13.531
C -6.131 -6.698 -12.839
C -9.661 -4.921 -14.043
C -9.896 -3.893 -18.508
C 1.639 -7.114 -11.885
C -11.517 -3.877 -12.645
C -5.247 -8.379 -8.272
C -9.119 -6.250 -9.100
C -4.770 -13.317 -11.424
C -8.012 -5.423 -7.299
C -4.562 -5.311 -17.703
C -4.620 -6.677 -12.733
C -2.121 -10.041 -5.300
C 0.830 -11.662 -11.635
C -9.120 -4.527 -15.328
C -3.607 -10.883 -3.497
C -2.875 -9.998 -12.233
C -4.245 -10.331 -5.946
C -9.923 -3.004 -17.223
C 0.506 -7.355 -14.191
C -3.004 -8.451 -11.993
C -0.277 -6.099 -12.234
C -3.912 -7.389 -16.584
C 0.807 -6.354 -15.356
C -4.005 -9.378 -8.354
C -2.156 -9.674 -6.620
C 0.320 -10.939 -10.390
C -11.034 -3.534 -15.098
H -1.167 -5.769 -12.750
H -10.905 -10.510 -14.593
H -11.128 -9.049 -15.698
H -9.588 -9.177 -8.001
H -4.263 -7.115 -18.695
H -4.877 -7.490 -7.760
H -4.576 -7.385 -15.720
H -10.783 -4.059 -11.860
H -9.369 -3.334 -19.281
H -6.388 -9.796 -13.999
H -3.291 -8.304 -10.952
H -8.280 -4.916 -15.885
H 1.927 -6.322 -9.818
H 0.919 -13.894 -11.534
H -3.794 -3.953 -13.018
H -1.433 -9.130 -7.209
H -11.976 -3.112 -15.415
H -2.945 -6.925 -16.388
H -0.340 -12.401 -13.979
H -1.355 -10.149 -4.546
H -5.704 -8.111 -9.224
H -7.300 -4.564 -10.513
H -11.818 -2.830 -12.603
H -2.762 -10.432 -2.977
H -7.424 -4.671 -6.794
H -5.954 -8.690 -7.503
H -0.517 -14.110 -13.898
H 0.973 -11.044 -9.524
H -5.818 -3.694 -17.818
H -3.799 -8.459 -16.760
H -2.547 -1.015 -14.557
H 0.479 -3.922 -9.986
H -9.532 -6.356 -10.092
H -6.090 -4.534 -16.365
H -0.530 -7.694 -14.227
H -6.533 -3.990 -8.981
H -2.833 -2.640 -15.284
H -6.994 -11.295 -12.999
H -3.066 -2.992 -10.655
H -3.739 -11.951 -3.322
H -0.654 -11.279 -10.039
H -10.958 -3.932 -18.749
H 0.635 -6.902 -16.282
H 1.855 -6.055 -15.344
H -4.216 -1.632 -11.193
H -1.826 -10.292 -12.257
H -5.549 -7.063 -17.839
H -7.960 -2.246 -10.567
H -10.790 -8.189 -7.134
H -0.478 -13.196 -11.575
H -3.591 -10.547 -11.621
H -12.458 -4.424 -12.592
H 1.076 -13.210 -14.013
H -7.578 -9.618 -12.796
H -8.801 -8.696 -15.547
H 0.407 -9.878 -10.625
H -8.732 -6.973 -5.919
H -4.514 -10.294 -3.354
H -0.305 -5.430 -9.280
H -2.107 -7.940 -12.346
H -3.292 -10.300 -13.193
H -3.232 -8.835 -8.898
H -9.213 -8.837 -14.047
H -4.185 -2.438 -13.394
H -10.772 -8.420 -8.926
H -10.409 -10.503 -16.293
H -1.205 -2.055 -15.039
H 1.147 -8.233 -14.269
H -1.199 -4.386 -10.408
H -4.392 -6.446 -11.692
H -8.701 -2.332 -8.957
H -9.283 -3.284 -10.314
H -10.582 -2.144 -17.107
H -9.227 -4.752 -18.447
H -8.918 -2.591 -17.304
H -4.813 -3.277 -11.073
H 2.385 -7.862 -12.112
H -9.190 -5.475 -13.245
H -6.732 -5.135 -17.965
H -4.243 -10.239 -8.980
H 0.210 -5.443 -15.371
H -5.300 -10.548 -5.871

Its spin multiplicity is 2. As for the HOMO-LUMO gap (alpha / beta): 2.4 / 6.2 eV. The value obtained for the HOMO energy (alpha / beta) is -12.94 / -16.79 eV. The net charge is +5.

---

Q: Which E_tot values were calculated for the entries above? A: -97240.7546, -107238.5570, in eV.